# 1
Computed, not measured: the molecule C24H29FN6O3 in a non-equilibrium geometry, with ωB97M-V with the def2-TZVPD basis set.

Cartesian coordinates (Å):
C: 4.449 3.498 -0.408
C: 3.467 3.014 -1.469
C: 2.104 2.619 -0.898
C: 2.179 1.322 -0.101
C: 2.324 0.087 -1.019
O: 2.055 0.111 -2.203
N: 2.742 -0.996 -0.353
C: 2.770 -2.326 -0.924
C: 4.064 -3.045 -0.540
C: 3.812 -3.584 0.877
C: 2.282 -3.606 1.062
C: 1.690 -3.210 -0.293
N: 0.991 1.124 0.740
C: 1.146 0.477 1.913
O: 2.232 0.102 2.317
C: -0.120 0.184 2.727
N: -1.144 -0.386 1.911
N: -0.947 -1.402 1.110
N: -2.043 -1.613 0.478
C: -2.926 -0.689 0.919
C: -4.267 -0.533 0.453
C: -5.215 0.396 0.805
C: -6.344 0.115 0.012
C: -6.011 -0.961 -0.768
C: -6.786 -1.710 -1.790
O: -4.753 -1.353 -0.503
N: -2.365 0.097 1.838
C: -0.262 1.548 0.229
C: -0.803 0.981 -0.920
C: -2.033 1.402 -1.394
C: -2.738 2.395 -0.737
C: -2.207 2.989 0.394
C: -0.977 2.566 0.856
F: -0.453 3.151 1.958
H: 4.702 2.710 0.296
H: 5.370 3.833 -0.879
H: 4.027 4.333 0.148
H: 3.886 2.161 -2.005
H: 3.311 3.814 -2.194
H: 1.730 3.420 -0.256
H: 1.406 2.479 -1.726
H: 3.027 1.348 0.591
H: 2.902 -0.934 0.644
H: 2.648 -2.206 -2.003
H: 4.925 -2.379 -0.585
H: 4.232 -3.866 -1.236
H: 4.243 -4.577 0.994
H: 4.275 -2.937 1.622
H: 1.982 -2.885 1.823
H: 1.926 -4.585 1.379
H: 1.543 -4.090 -0.920
H: 0.736 -2.694 -0.190
H: 0.170 -0.521 3.513
H: -0.516 1.090 3.188
H: -5.098 1.167 1.538
H: -7.280 0.635 0.015
H: -6.950 -2.736 -1.463
H: -6.235 -1.745 -2.729
H: -7.746 -1.229 -1.952
H: -0.259 0.205 -1.435
H: -2.443 0.939 -2.277
H: -3.703 2.710 -1.103
H: -2.727 3.772 0.923

Forces on atoms 1 to 6 (eV/Å):
C -0.086 -0.064 -0.208
C -0.100 0.030 0.178
C 0.137 -0.197 -0.174
C 0.235 0.251 -0.234
C 0.203 0.380 0.450
O -0.147 0.051 -0.392

Values from the calculation:
SMILES: CCC[C@H](C(=O)NC1CCCC1)N(C(=O)Cn1nnc(-c2ccc(C)o2)n1)c1ccccc1F
Spin multiplicity: 1
Orbital gap in Ha: 0.333
HOMO energy in Eh: -0.306

=====

# 2
Computed, not measured: a structure of composition C24H29IrN4O4P2 in a non-equilibrium geometry, with ωB97M-V with the def2-TZVPD basis set.

Cartesian coordinates (Å):
Ir: -0.714 0.579 0.443
O: 1.037 4.412 -0.304
C: 0.664 3.177 -0.172
O: -0.490 2.844 0.079
C: 1.749 2.179 -0.368
C: 3.052 2.567 -0.630
C: 4.014 1.589 -0.845
C: 3.620 0.267 -0.832
C: 2.286 -0.058 -0.566
N: 1.365 0.892 -0.285
C: 1.905 -1.459 -0.630
O: 2.630 -2.400 -0.790
O: 0.540 -1.775 -0.500
H: 0.309 5.052 -0.210
H: 3.296 3.620 -0.651
H: 5.041 1.867 -1.040
H: 4.312 -0.540 -1.038
C: -3.361 -1.025 -1.558
P: -2.530 -0.876 0.051
C: -3.877 -0.487 1.210
C: -2.174 -2.627 0.536
C: -1.494 -3.491 -0.542
P: 0.323 -3.416 -0.648
C: 0.724 -4.084 -2.264
C: 0.959 -4.335 0.757
H: -3.943 -1.947 -1.597
H: -2.647 -1.006 -2.382
H: -4.041 -0.183 -1.687
H: -4.735 -1.138 1.035
H: -4.177 0.552 1.073
H: -3.538 -0.616 2.238
H: -3.142 -3.067 0.780
H: -1.580 -2.616 1.453
H: -1.896 -3.254 -1.529
H: -1.711 -4.547 -0.353
H: 0.090 -4.957 -2.431
H: 1.768 -4.383 -2.311
H: 0.529 -3.349 -3.045
H: 0.529 -5.338 0.701
H: 0.665 -3.863 1.694
H: 2.041 -4.421 0.708
C: -0.789 1.160 4.742
C: -0.682 0.677 3.453
N: -1.354 1.241 2.442
C: -2.164 2.278 2.661
C: -2.324 2.845 3.925
C: -1.590 2.266 4.971
C: -3.077 4.060 4.211
C: -4.135 4.660 3.646
C: -5.057 4.202 2.616
C: -6.049 5.088 2.160
C: -6.969 4.577 1.259
N: -6.912 3.321 0.854
C: -5.942 2.545 1.294
N: -5.018 2.955 2.147
H: -0.238 0.692 5.545
H: -0.052 -0.173 3.224
H: -2.685 2.681 1.806
H: -1.660 2.687 5.966
H: -2.694 4.582 5.082
H: -4.414 5.616 4.073
H: -6.098 6.111 2.505
H: -7.782 5.178 0.868
H: -5.915 1.517 0.955

Forces on atoms 1 to 6 (eV/Å):
Ir -1.254 0.190 1.586
O 0.425 0.074 -0.137
C -0.747 0.376 0.170
O 0.151 -0.493 0.073
C 0.305 -0.424 0.077
C 0.114 -0.028 0.036

Values from the calculation:
Spin multiplicity: 2
Orbital gap (spin up / spin down) in Ha: 0.189 / 0.192
HOMO energy (spin up / spin down) in Eh: -0.573 / -0.573
Net charge: +3

=====

# 3
Computed, not measured: the molecule C24H29N3O3, with ωB97M-V with the def2-TZVPD basis set.

Cartesian coordinates (Å):
C: 1.764 -7.965 0.657
C: 1.608 -6.562 0.149
C: 1.966 -6.242 -1.153
C: 1.809 -4.944 -1.604
C: 1.293 -3.964 -0.780
C: 0.914 -4.262 0.534
N: 0.360 -3.279 1.342
C: -0.337 -3.606 2.561
C: -1.580 -2.714 2.708
N: -1.310 -1.385 2.197
C: -2.277 -0.729 1.513
O: -3.420 -1.139 1.451
C: -1.851 0.547 0.852
C: -2.020 1.770 1.490
C: -1.671 2.943 0.850
C: -1.151 2.911 -0.443
N: -0.815 4.126 -1.043
C: -0.216 4.361 -2.234
O: 0.164 3.527 -3.025
C: -0.074 5.873 -2.506
C: 1.224 6.181 -3.278
C: 2.001 7.102 -2.332
C: 1.322 6.841 -0.988
O: -0.040 6.621 -1.300
C: -0.995 1.689 -1.091
C: -1.349 0.520 -0.443
C: 0.081 -1.020 2.222
C: 0.877 -1.920 1.263
C: 2.373 -1.857 1.588
C: 1.096 -5.575 0.977
H: 2.624 -8.448 0.199
H: 0.878 -8.550 0.408
H: 1.885 -7.979 1.738
H: 2.369 -7.002 -1.806
H: 2.089 -4.689 -2.616
H: 1.174 -2.967 -1.171
H: -0.675 -4.640 2.517
H: 0.314 -3.497 3.443
H: -1.880 -2.661 3.762
H: -2.420 -3.113 2.134
H: -2.428 1.800 2.490
H: -1.804 3.892 1.349
H: -1.012 4.962 -0.501
H: -0.971 6.183 -3.054
H: 1.755 5.248 -3.469
H: 1.018 6.657 -4.234
H: 1.865 8.145 -2.617
H: 3.065 6.879 -2.304
H: 1.749 5.948 -0.507
H: 1.369 7.682 -0.296
H: -0.603 1.664 -2.093
H: -1.244 -0.426 -0.954
H: 0.452 -1.136 3.247
H: 0.199 0.024 1.932
H: 0.716 -1.543 0.247
H: 2.560 -2.241 2.588
H: 2.724 -0.830 1.535
H: 2.935 -2.458 0.878
H: 0.857 -5.845 1.994

Forces on atoms 1 to 6 (eV/Å):
C -0.067 0.003 -0.030
C 0.072 0.011 -0.138
C 0.006 -0.075 0.028
C 0.027 -0.005 0.001
C 0.017 0.130 0.013
C 0.006 -0.217 -0.171

Values from the calculation:
SMILES: Cc1cccc(N2CCN(C(=O)c3ccc(NC(=O)[C@@H]4CCCO4)cc3)C[C@H]2C)c1
Spin multiplicity: 1
Orbital gap in Ha: 0.304
HOMO energy in Eh: -0.282

=====

# 4
Computed, not measured: the molecule C24H29N3O5S in a non-equilibrium geometry, with ωB97M-V with the def2-TZVPD basis set.

Cartesian coordinates (Å):
C: 2.044 3.057 -0.745
O: 1.212 3.360 0.353
C: 1.362 2.453 1.423
C: 0.446 2.882 2.573
N: -0.943 2.689 2.264
C: -1.645 3.526 1.321
C: -2.980 2.866 1.224
C: -4.098 3.225 0.497
C: -5.228 2.425 0.589
C: -5.227 1.278 1.368
C: -4.094 0.893 2.078
C: -4.138 -0.350 2.904
O: -5.009 -0.551 3.721
N: -3.157 -1.283 2.695
C: -2.071 -1.237 1.829
C: -0.842 -1.743 2.261
C: 0.272 -1.641 1.455
C: 0.162 -1.051 0.208
S: 1.629 -0.876 -0.793
O: 1.290 -0.055 -1.928
O: 2.717 -0.444 0.035
N: 1.914 -2.453 -1.215
C: 3.252 -2.979 -1.073
C: 4.308 -2.338 -1.986
C: 3.758 -1.845 -3.326
C: 2.833 -2.838 -4.038
C: 1.367 -2.626 -3.660
C: 1.049 -3.025 -2.217
C: -1.060 -0.606 -0.259
C: -2.182 -0.712 0.541
C: -2.978 1.724 2.024
C: -1.665 1.629 2.706
O: -1.282 0.807 3.517
H: 3.099 3.076 -0.450
H: 1.814 2.071 -1.162
H: 1.858 3.828 -1.491
H: 2.405 2.449 1.769
H: 1.113 1.431 1.098
H: 0.665 2.271 3.452
H: 0.623 3.938 2.796
H: -1.115 3.552 0.362
H: -1.712 4.555 1.696
H: -4.096 4.109 -0.123
H: -6.119 2.694 0.043
H: -6.110 0.659 1.425
H: -3.100 -1.969 3.438
H: -0.762 -2.166 3.250
H: 1.239 -1.984 1.785
H: 3.543 -2.822 -0.031
H: 3.189 -4.055 -1.253
H: 4.745 -1.483 -1.468
H: 5.099 -3.072 -2.156
H: 3.210 -0.915 -3.163
H: 4.611 -1.613 -3.968
H: 2.924 -2.694 -5.117
H: 3.137 -3.864 -3.818
H: 1.121 -1.572 -3.790
H: 0.725 -3.214 -4.320
H: 0.032 -2.707 -1.967
H: 1.100 -4.115 -2.109
H: -1.113 -0.168 -1.244
H: -3.139 -0.381 0.171

Forces on atoms 1 to 6 (eV/Å):
C 0.031 -0.086 -0.084
O -0.190 0.155 0.214
C -0.027 -0.032 0.260
C 0.426 -0.201 -0.251
N 0.020 0.150 -0.172
C 0.054 0.314 -0.250

Values from the calculation:
SMILES: COCCN1Cc2cccc(C(=O)Nc3ccc(S(=O)(=O)N4CCCCCC4)cc3)c2C1=O
Spin multiplicity: 1
Orbital gap in Ha: 0.329
HOMO energy in Eh: -0.319

=====

The calculation returns the following ΔE to the lowest compared entry with this formula, charge and spin values, one per record and in order: 31.55 157.27 208.68 125.47 kJ/mol.